128
Properties=species:S:1:pos:R:3:mulliken_spin:R:1 method="wB97M-V/def2-TZVPD" energy_ha=-3085.8263 charge=+2 multiplicity=2 homo_energy_ev="-11.3 / -11.3"
Hf 0.7321 2.3362 -2.3873 0.001
C -1.9054 6.0672 -1.3298 -0.005
C -1.1505 6.1409 0.0610 -0.031
C -2.2468 6.3980 1.1552 0.031
C -1.6297 6.3212 2.5816 -0.017
C -0.9548 4.9373 2.8046 0.015
C 0.0679 4.5305 1.7927 -0.021
N -0.4775 4.7962 0.3858 0.716
O 0.2484 4.1521 -0.7325 0.230
C 0.1993 2.9905 2.0495 -0.007
C 1.4629 5.0773 2.0508 0.042
C -0.1010 7.2857 0.0599 0.049
H -2.4873 5.1462 -1.3670 0.002
H -1.3409 6.2001 -2.2527 -0.001
H -2.7612 6.7310 -1.4525 -0.001
H -3.0994 5.7188 1.1576 -0.007
H -2.7941 7.3393 1.1060 0.000
H -2.3587 6.3261 3.3918 0.000
H -0.9948 7.1806 2.7970 0.001
H -1.6259 4.1282 3.0928 -0.001
H -0.3611 5.1096 3.7023 0.000
H 0.8172 2.6946 2.8973 -0.002
H 0.7164 2.7037 1.1338 0.000
H -0.8181 2.6260 1.9078 0.000
H 1.4335 6.0407 2.5599 -0.001
H 1.9666 5.2683 1.1032 0.004
H 2.1699 4.4787 2.6251 0.001
H -0.6045 8.2525 0.0544 0.001
H 0.3762 7.1974 -0.9161 -0.001
H 0.7443 7.3693 0.7430 0.001
C 4.0952 -0.6065 -2.6579 0.000
C 3.8038 0.5255 -3.7266 0.000
C 3.6922 -0.0465 -5.1177 0.000
O 2.7492 1.4073 -3.4070 0.002
H 4.1544 -0.1891 -1.6528 0.000
H 4.8470 -1.3545 -2.9096 0.000
H 3.1381 -1.1139 -2.7793 0.000
H 4.7880 0.9895 -3.6613 0.000
H 4.0619 0.7434 -5.7715 0.000
H 2.7230 -0.3554 -5.5092 0.000
H 4.4431 -0.7604 -5.4562 0.000
C 0.5886 -1.9525 -0.2317 -0.001
C -0.2311 -0.6876 -0.4110 0.003
C -0.9247 -0.2662 0.9079 0.002
O 0.4153 0.3653 -1.0564 0.007
H -0.0595 -2.8283 -0.1968 0.000
H 1.1894 -1.9883 0.6770 0.000
H 1.2827 -2.2365 -1.0227 -0.001
H -1.1110 -1.0925 -0.9111 0.000
H -0.1212 0.0046 1.5928 -0.002
H -1.6337 -1.0174 1.2558 0.000
H -1.4624 0.6818 0.9197 -0.001
N 4.0936 -4.1591 -1.5035 0.000
C 4.8679 -4.9100 -2.3139 0.000
C 4.0159 -5.8532 -2.9487 0.000
C 2.8265 -5.8774 -2.2842 0.000
C 2.8353 -4.7645 -1.4586 0.000
H 4.4768 -3.4316 -0.9170 0.000
H 5.9213 -4.7006 -2.4279 0.000
H 4.3575 -6.5967 -3.6537 0.000
H 2.2671 -6.7745 -2.5045 0.000
H 2.1055 -4.3615 -0.7721 0.000
N -3.7792 -3.7783 2.1383 0.000
C -4.5364 -4.3262 3.1431 0.000
C -5.7155 -3.7071 3.1623 0.000
C -5.7022 -2.7737 2.1615 0.000
C -4.5072 -2.8745 1.4745 0.000
H -2.8096 -4.0131 1.9804 0.000
H -3.9679 -4.9763 3.7916 0.000
H -6.4255 -3.9057 3.9515 0.000
H -6.4842 -2.0734 1.9075 0.000
H -4.1927 -2.2628 0.6418 0.000
C -1.7668 -5.8947 6.6258 0.000
C -1.5121 -6.3780 5.3302 0.000
C -0.9012 -5.6097 4.4171 0.000
C -0.5791 -4.2555 4.6537 0.000
C -1.0572 -3.6969 5.8634 0.000
C -1.6364 -4.5320 6.8998 0.000
N 0.0553 -3.4069 3.5791 0.000
O 0.5182 -3.9178 2.6063 0.000
O 0.0631 -2.1507 3.6862 0.000
H -2.3435 -6.4022 7.3848 0.000
H -1.7610 -7.3911 5.0507 0.000
H -0.7475 -6.0433 3.4400 0.000
H -0.9376 -2.6361 6.0269 0.000
H -1.7944 -4.1018 7.8778 0.000
C 4.3581 -0.0769 2.8908 0.000
C 5.4098 0.6338 2.3322 0.000
C 5.1677 1.5120 1.2968 0.000
C 3.8574 1.6549 0.8238 -0.001
C 2.7459 1.0469 1.4151 0.000
C 3.0820 0.1677 2.4723 0.000
N 3.6329 2.4536 -0.4195 0.004
O 4.5460 3.0468 -1.0191 0.000
O 2.5043 2.5191 -0.7393 0.002
H 4.6899 -0.6235 3.7612 0.000
H 6.3987 0.6893 2.7628 0.000
H 6.0234 2.0507 0.9174 0.000
H 1.7113 1.0779 1.1068 0.002
H 2.2262 -0.2769 2.9585 0.000
C 1.1357 -3.9847 -6.1338 0.000
C 1.1384 -3.6020 -4.7678 0.000
C 0.6847 -2.3045 -4.4639 0.000
C 0.1695 -1.5149 -5.4665 0.000
C 0.2105 -1.8556 -6.7585 0.000
C 0.7163 -3.0737 -7.1322 0.000
N -0.4527 -0.2193 -5.0110 -0.001
O -1.4537 0.1940 -5.7426 0.000
O -0.0342 0.3940 -4.0273 -0.001
H 1.4919 -4.9260 -6.5256 0.000
H 1.4067 -4.2742 -3.9662 0.000
H 0.6345 -2.0664 -3.4116 0.000
H -0.1485 -1.2439 -7.5730 0.000
H 0.7916 -3.3912 -8.1618 0.000
C -5.7442 1.5438 0.7417 0.000
C -5.8698 0.5720 -0.2574 0.000
C -4.9065 0.4562 -1.2288 0.000
C -3.8241 1.3144 -1.2486 0.009
C -3.7408 2.2579 -0.2059 -0.019
C -4.6622 2.3965 0.7836 0.000
N -2.7827 1.0669 -2.1871 0.001
O -2.8005 0.0704 -2.8319 0.000
O -1.7755 1.7893 -2.2957 0.001
H -6.3185 1.6010 1.6546 0.000
H -6.7286 -0.0433 -0.4814 0.000
H -5.1014 -0.2640 -2.0096 0.000
H -2.9272 2.9613 -0.1073 -0.004
H -4.3596 3.0410 1.5956 0.000